# 1
The following is a quantum chemistry calculation of one molecule with the formula C15H23Cl2N2O2P, from the Open Molecules 2025 dataset.

```
45
Properties=species:S:1:pos:R:3:forces:R:3:lowdin_charge:R:1
C -3.5985 2.3703 0.4621 1.1510 1.8680 2.1834 -0.054
C -3.0804 0.9821 0.3798 -0.7798 0.1714 0.4089 -0.428
C -3.0108 0.5915 -1.0440 -1.2263 -2.1511 -1.1335 -0.186
C -1.8443 1.0257 -1.8599 0.3496 0.3620 -1.0676 -0.230
N -0.7186 0.2892 -1.2815 -0.3024 1.0445 3.2117 -0.153
C 0.4945 0.0764 -2.0119 -0.4947 0.3743 0.4846 -0.210
C 0.7993 -1.3478 -2.0266 1.8174 -1.8518 0.6259 -0.185
C 1.2571 -1.9605 -0.8046 0.1079 -1.6179 -0.9399 -0.021
C 1.7693 -3.2620 -0.7984 -0.2966 1.7784 -1.3745 -0.067
C 1.8781 -3.9019 -2.0281 0.0106 0.3561 1.1821 -0.119
C 1.4554 -3.3551 -3.1878 -0.5207 1.7407 -1.8741 -0.087
C 0.9081 -2.0421 -3.2464 0.8269 -1.8980 3.7166 -0.006
P -0.4281 1.1605 0.2713 -0.2786 -3.7902 -0.6943 0.615
O -0.1013 2.5023 -0.0774 0.4736 3.8332 -0.4846 -0.241
N 0.9143 0.5743 1.1995 -2.0447 0.0967 -0.7710 -0.205
C 2.0715 1.5263 1.2446 -0.2394 -0.8244 1.2853 -0.222
C 3.1891 0.8637 2.1450 -0.5124 2.5352 1.3316 -0.603
Cl 3.7928 -0.7115 1.6637 0.0023 -0.1311 -0.3790 0.606
C 0.5025 -0.2625 2.3406 1.0387 -0.5554 -0.3819 -0.388
C -0.1063 0.4638 3.5336 0.0142 1.0763 0.2377 -0.547
Cl -1.3586 -0.7523 4.0236 0.0468 0.9805 0.9831 0.570
O -1.8183 0.8684 1.0640 1.7819 -0.0361 -0.2116 -0.178
H -2.8862 3.0678 -0.0322 -0.6862 -0.3162 -0.0241 0.090
H -3.5258 2.6633 1.5778 -0.6896 -0.1907 -1.6747 0.118
H -4.6091 2.4155 0.0451 0.2223 0.2504 0.2818 0.091
H -3.7987 0.3763 0.9541 0.5355 -0.3189 -0.2860 0.155
H -3.9471 0.8075 -1.5629 -0.1079 0.4874 0.2788 0.127
H -2.9667 -0.5036 -1.1259 0.0399 0.0695 0.1862 0.131
H -1.6451 2.1091 -1.9075 -0.1972 -0.1298 0.2278 0.115
H -2.1047 0.7538 -2.9085 0.7376 -0.2860 0.5558 0.138
H 1.3008 0.6587 -1.5862 0.5070 0.1987 -0.0913 0.112
H 0.3318 0.3732 -3.0041 -0.0421 0.8193 -1.5464 0.108
H 1.3838 -1.5682 0.1860 -0.5649 1.3273 -0.1897 0.051
H 2.3103 -3.5810 0.0732 -0.1995 -0.5032 0.2714 0.097
H 2.4612 -4.7514 -2.0530 0.9020 -2.0683 -0.2173 0.077
H 1.7073 -3.8091 -4.1477 -0.2496 -0.2400 0.3250 0.105
H 0.6626 -1.6222 -4.1568 -0.5157 0.9850 -1.6831 0.081
H 1.7003 2.5345 1.6297 0.9630 -1.2301 -0.2115 0.131
H 2.4812 1.6811 0.2399 -0.2877 -0.1158 0.1769 0.103
H 2.8465 0.7954 3.2195 0.1473 -0.1472 -1.2057 0.071
H 4.0416 1.5872 2.2154 -0.5772 -0.7463 -0.3693 0.082
H 1.3315 -0.8422 2.7903 -0.0382 0.2117 -0.7473 0.087
H -0.1881 -1.0533 1.9507 0.4639 0.9974 0.2365 0.088
H 0.6512 0.7144 4.3382 -0.9506 -0.9925 -0.5726 0.089
H -0.5052 1.4944 3.3036 -0.3373 -1.4230 -0.0598 0.093
```
Positions in Å, forces in eV/Å.

## Properties
- gap between HOMO and LUMO (eV) = 9.38
- energy relative to the best compared isomer or geometry (same formula, charge and spin) (kcal per mole) = 52.9
- HOMO level (eV) = -8.688
- SMILES = C[C@H]1CCN(Cc2ccccc2)[P@](=O)(N(CCCl)CCCl)O1


# 2
The following is a quantum chemistry calculation of a 8-piece molecular cluster, C15H23Cl5F3N2O17 overall, from the Open Molecules 2025 dataset.

```
65
Properties=species:S:1:pos:R:3:forces:R:3:lowdin_charge:R:1
Cl -4.8620 -21.4613 24.2928 2.0732 1.8360 -4.4226 0.643
O -5.9624 -20.5303 24.3992 -0.0932 -0.1443 1.0927 -0.368
O -5.2681 -22.5079 23.3785 -0.7629 -1.4135 1.3372 -0.376
O -3.7482 -20.8338 23.5529 -0.7085 0.1875 1.4643 -0.377
O -4.3508 -21.8804 25.5668 -0.6921 -0.6877 0.7390 -0.370
C -0.9877 -22.6072 24.5288 -0.5118 -1.6616 -0.7434 0.069
N -1.2637 -24.0720 24.1987 1.2924 -0.2018 -1.0089 -0.445
O -1.7088 -24.7267 25.0880 -1.2043 -0.8701 1.5857 0.044
O -0.8980 -24.5835 23.1399 -0.2926 1.2075 0.2940 0.034
H -0.5694 -22.2726 23.5794 0.1174 0.7586 0.6748 0.106
H -0.3662 -22.7099 25.4183 0.3373 0.5228 -0.4305 0.097
H -1.9560 -22.2035 24.8245 0.1456 0.2762 -0.3745 0.063
C -8.3940 -20.0149 22.2195 0.6240 0.9294 -0.1610 0.060
N -8.3380 -18.5288 22.6642 -0.0081 -1.0619 -2.2181 -0.455
O -9.1417 -18.2064 23.4610 -2.0423 0.2196 2.6497 0.069
O -7.6421 -17.7204 22.0986 1.2127 -0.3782 -0.7523 0.051
H -8.3383 -20.6104 23.1308 0.2656 0.0760 -0.3160 0.070
H -7.5933 -20.1426 21.4911 0.1648 -0.2129 0.5253 0.092
H -9.3344 -20.1974 21.6994 -0.1466 0.4055 0.3365 0.095
C -8.8988 -21.6731 26.3859 -0.0104 -1.4083 -2.4232 -0.012
C -8.5925 -23.1514 26.1232 0.1263 1.9218 -0.2752 -0.417
O -9.4280 -23.5626 25.0537 0.6918 0.1706 -0.9852 0.134
C -10.2767 -22.5704 24.7042 -2.5587 1.0722 -1.0124 -0.491
O -11.1769 -22.5763 23.8442 3.5001 -0.4324 2.8502 0.105
O -10.0694 -21.5054 25.5364 0.0742 0.5514 -0.0750 0.049
F -8.9766 -23.8165 27.1600 -1.1034 -2.5103 3.1179 0.074
H -7.9990 -21.2531 25.9364 -0.4272 1.4100 0.1916 0.114
H -9.0782 -21.4532 27.4383 -0.1313 0.0899 -0.3634 0.145
H -7.5110 -23.2660 26.0513 -0.1217 -0.6293 -1.1062 0.136
C -7.9933 -24.5727 19.9724 0.1059 1.6323 1.1036 -0.043
C -7.6067 -24.2917 21.4908 -1.0151 -1.8884 -1.8334 -0.254
O -8.2539 -25.4386 22.0452 1.2758 1.4178 2.2508 0.103
C -9.0842 -26.0598 21.2644 -1.4841 -3.1114 -1.1462 -0.531
O -9.5949 -27.1284 21.5708 0.5509 2.7678 -1.1377 0.141
O -9.1473 -25.4148 20.0349 0.7398 -0.9125 1.0481 0.058
F -8.1540 -23.1498 21.9241 -0.1958 0.2056 0.3845 0.089
H -7.1139 -24.9801 19.4737 -0.3962 -0.4264 -0.2829 0.133
H -8.3431 -23.6484 19.5128 0.4057 -0.0162 -0.1046 0.134
H -6.5682 -24.3858 21.8082 -0.0008 0.4801 -0.2951 0.157
C -3.0660 -19.2845 27.5944 0.0800 -0.5819 0.2335 -0.063
C -2.8378 -18.2341 26.5281 -1.2394 -1.6388 0.1044 -0.322
O -1.9054 -18.8637 25.7104 0.4011 0.1208 -0.3995 0.132
C -1.1274 -19.6571 26.4934 2.0102 -1.1812 -1.0216 -0.498
O -0.0576 -20.1335 26.1090 -2.9945 1.1956 1.4866 0.114
O -1.7472 -19.8537 27.6804 0.9781 -0.0895 0.2375 0.063
F -2.2410 -17.1273 27.0200 -0.2504 0.7501 0.3472 0.087
H -3.6846 -20.1394 27.3213 -0.3968 0.4251 -0.7736 0.111
H -3.5154 -18.9386 28.5252 0.8997 0.2806 0.2323 0.129
H -3.7937 -18.0572 26.0350 0.4527 0.6163 -0.5428 0.177
Cl -2.6944 -24.6466 31.0803 -0.3770 0.2078 -0.7141 0.510
C -2.8354 -23.7997 29.4907 0.5694 0.3998 -0.2918 -0.656
C -4.0770 -22.9718 29.2463 0.7570 -0.0284 0.7225 -0.618
Cl -4.1322 -21.5392 30.3287 -0.1667 -0.0494 0.1228 0.532
H -2.7721 -24.4741 28.6367 -0.0011 -0.5815 0.4060 0.078
H -1.9477 -23.1711 29.4197 -0.0978 0.0621 0.1279 0.064
H -4.9655 -23.5785 29.4214 -0.0947 0.3518 -0.3796 0.076
H -3.9364 -22.5458 28.2529 -0.5958 -0.3397 -0.1444 0.053
Cl -7.1018 -26.0067 26.2672 0.3937 0.4162 -1.3568 0.578
C -6.3861 -25.7501 24.5731 -0.8486 0.5269 -0.1363 -0.599
C -4.9366 -26.0543 24.6271 0.6235 -0.8157 0.6312 -0.673
Cl -4.8317 -27.7994 24.8286 0.4828 -1.5982 0.0561 0.557
H -6.5336 -24.7526 24.1592 -0.1997 0.4666 0.8895 0.051
H -6.9543 -26.3785 23.8873 0.2067 -0.3411 0.3722 0.057
H -4.4727 -25.6973 25.5467 0.0255 0.6163 -0.4316 0.053
H -4.3188 -25.8676 23.7488 -0.4144 0.6384 0.0446 0.077
```
Positions in Å, forces in eV/Å.

## Properties
- gap between HOMO and LUMO (eV) = 9.79
- net charge = -1
- HOMO level (eV) = -7.598